A structure of composition C7H14N2OPPt at a distorted geometry. Source: the OMol25 dataset; level of theory: ωB97M-V with the def2-TZVPD basis set.

## Properties
Total energy = -25045.407 eV
Multiplicity = 3
⟨S²⟩ = 2.0198
ΔE to the lowest compared entry with this formula, charge and spin = 2.7 kcal per mole
Net charge = -1
HOMO (alpha / beta) = 0.598 / -4.376 eV

Each line ends with the Mulliken charge.
Element x y z (Å)
C: 1.266 -2.658 -0.554  -0.605
C: 2.693 -2.492 -0.405  -0.454
C: 3.047 -1.356 -1.159  -0.235
C: 1.956 -0.908 -1.939  -0.920
C: 0.817 -1.643 -1.491  -0.093
Pt: -1.503 -0.418 0.818  -0.046
P: -2.322 -1.636 2.298  0.132
H: 0.642 -3.386 -0.046  0.426
H: 3.416 -3.125 0.128  0.412
H: 4.062 -0.998 -1.305  0.437
H: -0.221 -1.470 -1.760  0.551
H: 2.016 -0.081 -2.629  0.461
H: -1.972 -0.778 3.395  0.023
H: -1.834 -2.866 2.850  0.028
H: -3.742 -1.698 2.490  0.017
C: -2.299 3.009 -0.115  -1.418
N: -0.873 2.789 0.052  1.785
C: -0.246 1.631 -0.180  -4.557
N: 1.065 1.549 0.157  0.909
O: -0.831 0.630 -0.763  0.122
H: -2.824 2.061 -0.273  0.326
H: -2.489 3.657 -0.978  0.437
H: -2.701 3.489 0.783  0.339
H: -0.287 3.582 0.295  0.352
H: 1.582 0.705 -0.016  0.097
H: 1.582 2.408 0.345  0.474

=====

A cluster of 9 separate species, C16H38NO13P in total at a distorted geometry. Source: the OMol25 dataset; level of theory: ωB97M-V with the def2-TZVPD basis set.

## Properties
Total energy = -54597.635 eV
SMILES = O=C1NC(=O)c2c1cccc2P(=O)(O)O.CO.CO.CO.CO.CO.CO.CO.CO
Net charge = 0
HOMO = -9.589 eV

Each line ends with the Mulliken charge.
Element x y z (Å)
O: -0.983 -1.840 -0.860  -0.526
C: -0.002 -2.590 -1.037  0.288
N: 1.349 -2.078 -1.452  -0.384
C: 2.370 -2.969 -0.814  0.312
O: 3.504 -2.584 -0.478  -0.503
C: 1.612 -4.383 -0.660  0.543
C: 0.081 -4.169 -0.824  -0.002
C: -1.004 -5.271 -0.773  -0.497
C: -0.485 -6.747 -0.546  -0.520
C: 1.046 -7.001 -0.346  -0.468
C: 2.124 -5.857 -0.400  0.214
P: 3.967 -6.233 -0.176  0.993
O: 4.071 -7.549 0.649  -0.731
O: 4.702 -5.030 0.781  -0.479
O: 4.783 -6.549 -1.649  -0.467
H: 1.420 -2.328 -2.464  0.371
H: -2.097 -4.999 -0.928  0.459
H: -1.238 -7.619 -0.509  0.339
H: 1.362 -8.083 -0.173  0.414
H: 4.015 -4.824 1.470  0.364
H: 5.320 -7.365 -1.474  0.305
C: -5.247 -4.158 -1.891  -0.532
O: -5.161 -4.862 -0.661  -0.505
H: -4.361 -4.378 -2.487  0.198
H: -6.139 -4.479 -2.436  0.286
H: -5.294 -3.083 -1.697  0.266
H: -5.956 -4.649 -0.156  0.300
C: 4.623 -10.243 -3.309  -0.590
O: 3.733 -9.148 -3.153  -0.447
H: 4.556 -10.880 -2.426  0.231
H: 4.345 -10.822 -4.193  0.273
H: 5.648 -9.875 -3.411  0.264
H: 3.811 -8.602 -3.946  0.268
C: 0.492 0.736 0.630  -0.484
O: 0.200 1.954 1.303  -0.498
H: -0.427 0.159 0.530  0.155
H: 0.893 0.950 -0.363  0.269
H: 1.219 0.161 1.210  0.270
H: 1.029 2.444 1.377  0.278
C: -3.047 3.531 2.855  -0.548
O: -2.245 4.484 2.174  -0.480
H: -3.558 4.025 3.682  0.246
H: -3.788 3.117 2.167  0.273
H: -2.413 2.733 3.248  0.237
H: -1.805 4.018 1.449  0.279
C: -3.390 8.035 0.964  -0.281
O: -3.069 7.679 2.299  -0.477
H: -3.596 9.106 0.926  -0.035
H: -2.545 7.806 0.310  0.262
H: -4.277 7.485 0.639  0.260
H: -2.892 6.728 2.305  0.272
C: -3.181 12.060 1.462  -0.584
O: -2.860 11.700 2.798  -0.523
H: -3.386 13.130 1.424  0.259
H: -2.336 11.830 0.807  0.277
H: -4.067 11.510 1.136  0.217
H: -2.683 10.749 2.802  0.310
C: -0.394 11.881 4.750  -0.262
O: -0.318 13.104 5.470  -0.526
H: 0.601 11.627 4.381  0.257
H: -0.748 11.087 5.413  0.219
H: -1.075 11.995 3.905  0.047
H: -1.208 13.305 5.784  0.292
C: 4.296 -4.506 -4.491  -0.608
O: 3.214 -4.501 -3.572  -0.395
H: 4.358 -3.528 -4.968  0.255
H: 5.229 -4.710 -3.961  0.254
H: 4.127 -5.270 -5.255  0.258
H: 3.175 -5.368 -3.162  0.219

=====

A cluster of 9 separate species, H18O9 in total at a distorted geometry. Source: the OMol25 dataset; level of theory: ωB97M-V with the def2-TZVPD basis set.

## Properties
Total energy = -18714.500 eV
SMILES = O.O.O.O.O.O.O.O.O
ΔE to the lowest compared entry with this formula, charge and spin = 176.1 kcal per mole
Net charge = 0
HOMO = -8.072 eV

Each line ends with the Mulliken charge.
Element x y z (Å)
H: 0.974 -0.921 -0.812  0.311
H: -0.283 -1.349 -0.073  0.295
H: -3.256 -1.681 -0.485  0.341
H: -2.782 -2.295 -1.792  0.241
H: 3.665 1.046 2.604  0.319
H: 3.409 -0.181 1.744  0.260
H: 5.077 -2.220 -1.538  0.315
H: 5.249 -3.333 -0.519  0.319
H: -5.054 -2.152 2.034  0.318
H: -3.710 -1.685 1.501  0.324
H: -2.855 0.699 -0.640  0.288
H: -4.074 0.305 -1.457  0.286
H: 1.990 -0.849 1.193  0.345
H: 1.849 0.123 0.033  0.351
H: -1.689 4.587 0.871  0.317
H: -0.844 3.340 1.073  0.310
H: 0.258 2.983 -1.952  0.303
H: 1.315 3.629 -2.834  0.311
O: 0.174 -0.568 -0.406  -0.673
O: -2.477 -1.768 -1.045  -0.537
O: 4.121 0.332 2.144  -0.624
O: 5.493 -2.417 -0.692  -0.632
O: -4.303 -2.445 1.506  -0.646
O: -3.489 -0.016 -0.762  -0.588
O: 1.425 -0.144 0.856  -0.615
O: -1.395 3.970 1.551  -0.627
O: 1.210 3.011 -2.101  -0.611

=====

A structure of composition C41H57As2F4N4O8RuS3Si4Te at a distorted geometry. Source: the OMol25 dataset; level of theory: ωB97M-V with the def2-TZVPD basis set.

## Properties
Total energy = -272205.000 eV
Multiplicity = 2
⟨S²⟩ = 0.9126
Net charge = +2
HOMO (alpha / beta) = -12.325 / -12.517 eV

Each line ends with the Mulliken charge.
Element x y z (Å)
Ru: -0.429 1.374 1.073  0.839
C: -1.147 2.685 4.311  -0.931
C: 0.057 3.381 3.723  -0.817
S: -0.014 3.600 1.933  0.388
C: -1.379 4.816 1.830  -1.224
C: -2.557 4.408 0.951  -0.701
S: -2.962 2.652 0.927  0.474
C: -3.868 2.492 2.486  -1.251
C: -3.385 1.348 3.356  -0.859
S: -1.593 1.117 3.481  0.288
H: -2.031 3.318 4.271  0.350
H: -0.944 2.457 5.357  0.690
H: 0.965 2.811 3.907  0.009
H: 0.191 4.368 4.168  0.715
H: -0.932 5.729 1.441  0.696
H: -1.694 5.004 2.855  0.435
H: -2.360 4.655 -0.085  0.062
H: -3.453 4.949 1.252  0.610
H: -4.912 2.317 2.230  0.650
H: -3.813 3.450 3.001  0.472
H: -3.747 0.391 2.975  0.162
H: -3.769 1.464 4.371  0.640
F: -3.182 -0.857 0.712  0.038
C: -3.691 -1.892 0.036  -0.285
C: -4.922 -2.330 0.367  0.390
F: -5.580 -1.678 1.311  -0.302
C: -5.535 -3.473 -0.271  -0.028
C: -4.783 -4.018 -1.381  0.274
C: -3.569 -3.541 -1.735  0.219
F: -2.929 -4.114 -2.744  -0.350
C: -2.921 -2.477 -1.022  1.664
C: -1.655 -2.037 -1.340  0.688
C: -0.931 -1.224 -0.437  -1.291
N: -0.377 -0.620 0.367  1.294
C: -1.019 -2.261 -2.601  -0.883
N: -0.474 -2.338 -3.610  -0.553
F: -5.278 -5.038 -2.052  -0.295
C: -6.712 -4.029 0.174  1.070
C: -7.394 -3.567 1.345  -0.212
N: -7.932 -3.199 2.291  -0.424
C: -7.330 -5.159 -0.450  -0.130
N: -7.858 -6.077 -0.896  -0.376
C: -4.434 -0.554 -4.561  -0.828
O: -3.211 0.197 -4.641  -0.194
C: -2.697 0.695 -3.531  0.043
O: -3.200 0.576 -2.429  -0.594
C: -1.447 1.487 -3.721  0.136
C: -0.954 1.881 -4.894  0.680
As: 0.363 3.322 -5.182  -0.008
C: 1.416 2.403 -6.550  -1.261
C: 1.479 2.926 -3.623  0.940
C: 1.012 2.611 -2.418  -0.118
As: -0.851 2.186 -1.978  0.978
C: -1.559 3.996 -2.273  -1.680
C: 1.874 2.479 -1.220  -0.279
O: 1.692 1.586 -0.396  -0.384
O: 2.791 3.408 -1.083  -0.286
C: 3.664 3.292 0.058  -0.574
C: 2.910 3.279 -3.911  -0.120
O: 3.180 4.260 -4.554  -0.524
O: 3.788 2.388 -3.467  -0.193
C: 5.169 2.709 -3.741  -0.815
C: -1.547 1.586 -6.248  -0.268
O: -1.962 2.497 -6.918  -0.574
O: -1.436 0.329 -6.633  -0.183
C: -1.922 0.035 -7.960  -0.826
H: -5.005 -0.307 -5.451  0.288
H: -4.989 -0.290 -3.665  0.293
H: -4.186 -1.614 -4.567  0.298
H: 0.832 2.404 -7.469  0.401
H: 1.655 1.381 -6.262  0.464
H: 2.327 2.971 -6.721  0.424
H: -1.425 4.288 -3.312  0.598
H: -1.027 4.710 -1.645  0.502
H: -2.625 4.001 -2.046  0.494
H: 4.418 4.061 -0.071  0.354
H: 4.119 2.304 0.088  0.278
H: 3.101 3.460 0.975  0.141
H: 5.747 1.885 -3.337  0.265
H: 5.435 3.647 -3.257  0.336
H: 5.328 2.805 -4.812  0.331
H: -2.057 -1.040 -7.991  0.260
H: -1.184 0.345 -8.697  0.349
H: -2.858 0.556 -8.146  0.364
C: 2.788 -0.317 5.821  -0.798
Si: 2.101 -1.882 5.066  0.431
C: 0.249 -2.025 5.240  -0.710
C: 3.046 -3.400 5.571  -0.923
Si: 2.462 -1.655 2.667  -0.142
Te: 1.670 0.683 2.367  -0.795
Si: 4.796 -1.412 2.216  0.599
C: 4.910 -1.263 0.351  -0.848
C: 5.692 -2.923 2.840  -1.085
C: 5.419 0.133 3.069  -1.014
Si: 1.424 -3.449 1.500  0.537
C: -0.397 -3.487 1.932  -0.400
C: 2.338 -4.960 2.097  -1.147
C: 1.724 -3.130 -0.320  -0.454
H: 2.563 -0.263 6.890  0.455
H: 2.365 0.567 5.341  0.091
H: 3.872 -0.274 5.709  0.244
H: -0.064 -1.831 6.270  0.442
H: -0.093 -3.027 4.980  0.282
H: -0.261 -1.309 4.593  0.005
H: 2.973 -3.545 6.653  0.422
H: 4.102 -3.308 5.322  0.183
H: 2.658 -4.300 5.094  0.249
H: 4.902 -2.249 -0.118  0.331
H: 5.838 -0.767 0.052  0.416
H: 4.073 -0.690 -0.056  0.082
H: 5.315 -3.841 2.388  0.263
H: 5.615 -3.022 3.922  0.282
H: 6.755 -2.849 2.593  0.403
H: 4.714 0.961 2.970  0.259
H: 6.374 0.449 2.641  0.438
H: 5.579 -0.045 4.134  0.301
H: -0.559 -3.828 2.955  0.488
H: -0.930 -4.178 1.269  0.395
H: -0.847 -2.500 1.825  -0.417
H: 2.190 -5.128 3.163  0.267
H: 3.408 -4.873 1.908  0.229
H: 1.985 -5.853 1.573  0.382
H: 1.418 -2.124 -0.604  -0.315
H: 1.171 -3.841 -0.943  0.469
H: 2.782 -3.240 -0.564  0.394

=====

What did the second record say?
A cluster of 9 separate species, C16H38NO13P in total at a distorted geometry. Source: the OMol25 dataset; level of theory: ωB97M-V with the def2-TZVPD basis set.

## Properties
Total energy = -54597.635 eV
SMILES = O=C1NC(=O)c2c1cccc2P(=O)(O)O.CO.CO.CO.CO.CO.CO.CO.CO
Net charge = 0
HOMO = -9.589 eV

Each line ends with the Mulliken charge.
Element x y z (Å)
O: -0.983 -1.840 -0.860  -0.526
C: -0.002 -2.590 -1.037  0.288
N: 1.349 -2.078 -1.452  -0.384
C: 2.370 -2.969 -0.814  0.312
O: 3.504 -2.584 -0.478  -0.503
C: 1.612 -4.383 -0.660  0.543
C: 0.081 -4.169 -0.824  -0.002
C: -1.004 -5.271 -0.773  -0.497
C: -0.485 -6.747 -0.546  -0.520
C: 1.046 -7.001 -0.346  -0.468
C: 2.124 -5.857 -0.400  0.214
P: 3.967 -6.233 -0.176  0.993
O: 4.071 -7.549 0.649  -0.731
O: 4.702 -5.030 0.781  -0.479
O: 4.783 -6.549 -1.649  -0.467
H: 1.420 -2.328 -2.464  0.371
H: -2.097 -4.999 -0.928  0.459
H: -1.238 -7.619 -0.509  0.339
H: 1.362 -8.083 -0.173  0.414
H: 4.015 -4.824 1.470  0.364
H: 5.320 -7.365 -1.474  0.305
C: -5.247 -4.158 -1.891  -0.532
O: -5.161 -4.862 -0.661  -0.505
H: -4.361 -4.378 -2.487  0.198
H: -6.139 -4.479 -2.436  0.286
H: -5.294 -3.083 -1.697  0.266
H: -5.956 -4.649 -0.156  0.300
C: 4.623 -10.243 -3.309  -0.590
O: 3.733 -9.148 -3.153  -0.447
H: 4.556 -10.880 -2.426  0.231
H: 4.345 -10.822 -4.193  0.273
H: 5.648 -9.875 -3.411  0.264
H: 3.811 -8.602 -3.946  0.268
C: 0.492 0.736 0.630  -0.484
O: 0.200 1.954 1.303  -0.498
H: -0.427 0.159 0.530  0.155
H: 0.893 0.950 -0.363  0.269
H: 1.219 0.161 1.210  0.270
H: 1.029 2.444 1.377  0.278
C: -3.047 3.531 2.855  -0.548
O: -2.245 4.484 2.174  -0.480
H: -3.558 4.025 3.682  0.246
H: -3.788 3.117 2.167  0.273
H: -2.413 2.733 3.248  0.237
H: -1.805 4.018 1.449  0.279
C: -3.390 8.035 0.964  -0.281
O: -3.069 7.679 2.299  -0.477
H: -3.596 9.106 0.926  -0.035
H: -2.545 7.806 0.310  0.262
H: -4.277 7.485 0.639  0.260
H: -2.892 6.728 2.305  0.272
C: -3.181 12.060 1.462  -0.584
O: -2.860 11.700 2.798  -0.523
H: -3.386 13.130 1.424  0.259
H: -2.336 11.830 0.807  0.277
H: -4.067 11.510 1.136  0.217
H: -2.683 10.749 2.802  0.310
C: -0.394 11.881 4.750  -0.262
O: -0.318 13.104 5.470  -0.526
H: 0.601 11.627 4.381  0.257
H: -0.748 11.087 5.413  0.219
H: -1.075 11.995 3.905  0.047
H: -1.208 13.305 5.784  0.292
C: 4.296 -4.506 -4.491  -0.608
O: 3.214 -4.501 -3.572  -0.395
H: 4.358 -3.528 -4.968  0.255
H: 5.229 -4.710 -3.961  0.254
H: 4.127 -5.270 -5.255  0.258
H: 3.175 -5.368 -3.162  0.219